C14H31N2O3 | ωB97M-V/def2-TZVPD

Results
* ΔE to the lowest compared entry with this formula, charge and spin: 3.309 eV
* molar mass: 275.41 g mol⁻¹
* charge: +1
* HOMO-LUMO gap: 0.2779 hartree
* E_LUMO: -4.48 eV
* E_HOMO: -12.0 eV

Atoms and positions in Å:
C  0.29856  -0.54967  2.00615
C  -0.36675  -1.52362  0.97696
C  -1.22716  -0.83080  -0.14742
C  -1.70561  0.62101  0.17115
N  -0.78138  1.67859  -0.36237
C  -0.46287  2.62177  0.68684
C  -1.50150  3.70200  1.10277
N  -0.82182  4.53548  1.83510
C  0.63792  4.23763  1.97754
C  0.84874  3.49565  0.57768
O  1.87969  2.55332  0.84493
C  2.99109  2.70921  -0.05857
C  3.99962  1.55453  0.31922
C  3.58951  0.19990  -0.34219
O  5.35480  1.91862  0.08434
H  0.93480  -1.05573  2.75967
H  0.92916  0.19108  1.45155
H  -0.46878  0.06137  2.54332
H  0.46656  -2.07955  0.48149
H  -0.94488  -2.28739  1.54301
H  -0.69083  -0.92003  -1.11577
H  -2.15337  -1.44587  -0.25343
H  -2.66126  0.76590  -0.39362
H  -1.96903  0.79194  1.23979
H  0.07601  1.20758  -0.64644
H  -0.28066  2.09338  1.66819
H  -2.58297  3.78032  0.89048
H  -1.15195  5.36658  2.31875
H  0.91455  3.54538  2.79976
H  1.18164  5.19982  1.91897
H  0.95962  4.19238  -0.27437
H  2.70450  2.60709  -1.12961
H  3.49438  3.68619  0.11082
H  3.87875  1.41991  1.42530
H  2.48156  0.21849  -0.48477
H  4.08890  0.09043  -1.32501
H  3.79129  -0.64369  0.35064
H  5.74466  2.02710  0.95276
C  -3.74187  -5.25138  -2.52735
C  -2.82169  -4.19999  -1.92775
C  -1.47288  -4.17710  -2.63074
O  -2.62949  -4.46625  -0.53781
H  -3.30995  -6.25057  -2.42116
H  -4.70106  -5.26238  -2.00688
H  -3.92208  -5.06148  -3.58718
H  -3.29148  -3.21639  -2.00314
H  -0.96529  -5.14028  -2.52759
H  -0.81984  -3.42406  -2.18324
H  -1.58430  -3.95494  -3.69383
H  -2.21556  -5.33145  -0.45694